(i)
A 2-piece molecular cluster, C3H8N2O3S overall. Source: the OMol25 dataset; level of theory: the ωB97M-V functional and the def2-TZVPD basis.

Each line ends with the Mulliken charge.
Geometry (Å):
C (-0.2334, -1.4528, 0.6067)  -0.33
C (-1.0280, -1.3785, -0.6883)  -0.45
C (-0.6418, 0.7742, 0.0854)  -0.04
N (-0.6105, -0.1013, 1.1430)  -0.45
N (-0.9086, 0.0464, -1.0532)  -0.46
O (1.9293, 0.4193, -0.5106)  -0.48
O (0.8570, 2.4436, -1.3471)  -0.62
O (1.4909, 2.1130, 1.0069)  -0.67
S (0.9378, 1.5858, -0.2188)  1.07
H (-0.6519, -2.2401, 1.2785)  0.34
H (0.8851, -1.5338, 0.4822)  0.18
H (-0.6313, -1.8947, -1.5373)  0.36
H (-2.0550, -1.6848, -0.3030)  0.24
H (-1.4433, 1.9163, 0.5512)  0.22
H (-0.0525, 0.4120, 1.9533)  0.34
H (2.3494, 0.3349, 0.3841)  0.39
H (-0.1933, 0.2406, -1.8331)  0.34

Calculated values
Spin multiplicity = 1
Gap between HOMO and LUMO = 9.61 eV
LUMO = 0.4 eV

(ii)
A single C3H8N2O3S molecule. Source: the OMol25 dataset; level of theory: the ωB97M-V functional and the def2-TZVPD basis.

Each line ends with the Mulliken charge.
Geometry (Å):
O (-2.6884, -1.4672, 0.5722)  -0.65
S (-2.1148, -0.1817, 0.2236)  1.16
O (-1.9617, 0.8099, 1.2152)  -0.59
O (-3.0495, 0.3895, -0.9408)  -0.51
C (-0.5369, -0.4261, -0.7041)  -0.23
N (0.4399, -1.2625, 0.2425)  -0.43
C (1.5504, -0.3050, 0.3086)  -0.46
C (1.0218, 1.0808, 0.0716)  -0.37
N (0.1078, 0.7835, -1.0773)  -0.47
H (-3.7535, -0.1861, -1.2301)  0.35
H (-0.9309, -0.9435, -1.5749)  0.35
H (0.0407, -1.6563, 1.1262)  0.32
H (2.3860, -0.6276, -0.4347)  0.25
H (2.1925, -0.3707, 1.2617)  0.34
H (0.2920, 1.2287, 0.8855)  0.22
H (1.6686, 1.8526, -0.2211)  0.41
H (-0.5913, 1.3963, -1.5337)  0.30

Calculated values
SMILES string = O=S(=O)(O)C1NCCN1
Spin multiplicity = 1
Gap between HOMO and LUMO = 9.72 eV
LUMO = 0.5 eV

Which one is most stable, and which one is least stable? (ii) is the most stable of them, while (i) is the least stable.

(i)
An isolated ion of composition C4H6NO3 and charge -1. Source: the OMol25 dataset; level of theory: the ωB97M-V functional and the def2-TZVPD basis.

Each line ends with the Mulliken charge.
Geometry (Å):
C (-0.0153, -1.7341, 0.6362)  -1.34
C (-0.1274, -0.4565, -0.1716)  0.14
N (-0.2546, 0.7768, 0.6030)  -0.05
C (-1.2858, 1.3266, 1.2375)  -0.01
O (-2.3836, 0.8391, 1.4353)  -0.62
C (1.1785, -0.2448, -1.1818)  0.58
O (1.8438, 0.7707, -0.9050)  -0.76
O (1.2538, -1.1529, -2.0120)  -0.70
H (0.0097, -2.5871, -0.0459)  0.33
H (-0.9407, -1.8369, 1.2060)  0.33
H (0.7907, -1.8172, 1.3542)  0.33
H (-0.9719, -0.5035, -0.8542)  0.21
H (0.6576, 1.2290, 0.5845)  0.23
H (-1.0277, 2.3852, 1.4586)  0.32

Calculated values
Total charge = -1
SMILES string = C[C@@H](NC=O)C(=O)[O-]
Spin multiplicity = 1
Gap between HOMO and LUMO = 8.30 eV
LUMO = 3.9 eV

(ii)
An isolated ion of composition C4H6NO3 and charge -1. Source: the OMol25 dataset; level of theory: the ωB97M-V functional and the def2-TZVPD basis.

Each line ends with the Mulliken charge.
Geometry (Å):
C (-1.4124, -0.2441, 0.4357)  -0.38
N (-0.8151, -0.8889, -0.9740)  -0.90
C (-0.0731, 1.5705, -0.9029)  -1.20
C (-0.0766, 0.1791, -0.3106)  1.27
C (1.1633, -0.3455, 0.5490)  0.03
O (1.3301, -1.6239, -0.0804)  -0.54
O (2.0917, 0.6643, 0.5615)  -0.72
O (-2.3749, 0.5669, 0.6862)  -0.59
H (-1.2426, -1.0578, 1.0720)  0.52
H (0.5439, -1.6038, -0.7422)  0.42
H (-1.0268, 2.0885, -0.4209)  0.25
H (-0.2940, 1.3494, -1.9726)  0.30
H (0.8528, 2.1701, -0.6868)  0.30
H (0.8890, -0.5423, 1.6026)  0.24

Calculated values
Total charge = -1
Spin multiplicity = 1
Gap between HOMO and LUMO = 5.70 eV
LUMO = 1.7 eV

Which one is most stable, and which one is least stable? (i) is the most stable of them, while (ii) is the least stable.

(i)
C2H5N2 as an isolated structure. Source: the OMol25 dataset; level of theory: the ωB97M-V functional and the def2-TZVPD basis.

Each line ends with the Mulliken charge.
Geometry (Å):
C (-0.0353, 0.6859, 0.2418)  0.12
C (-0.7232, -0.1212, -0.6958)  -0.79
N (1.9790, -0.2285, 1.8744)  -0.05
N (1.7718, 0.0642, 0.7564)  0.06
H (-0.1197, 1.7766, 0.2894)  0.35
H (-1.2905, 0.5682, -1.3117)  0.31
H (-1.3988, -0.9633, -0.4016)  0.34
H (-0.1484, -0.7241, -1.4175)  0.37
H (2.8679, -0.4052, 2.2162)  0.30

Calculated values
Total charge = +1
Spin multiplicity = 1
Gap between HOMO and LUMO (spin up / spin down) = 7.48 / 8.46 eV
LUMO (spin up / spin down) = -7.5 / -6.5 eV

(ii)
An isolated ion of composition C2H5N2 and charge +1. Source: the OMol25 dataset; level of theory: the ωB97M-V functional and the def2-TZVPD basis.

Each line ends with the Mulliken charge.
Geometry (Å):
H (1.5701, -1.2545, -1.5508)  0.31
N (0.9580, -0.8051, -0.7789)  -0.48
C (0.2433, 0.2115, -0.9411)  -0.03
N (-0.6018, 0.6107, 0.1725)  -0.02
C (-0.4038, -0.0240, 1.2936)  -0.05
H (0.2223, 0.7267, -1.9214)  0.37
H (-1.4279, 1.1914, -0.0310)  0.33
H (0.4392, -0.7491, 1.5027)  0.30
H (-0.9994, 0.0925, 2.2544)  0.27

Calculated values
Total charge = +1
SMILES string = [H]/N=C/[NH+]=C
Spin multiplicity = 1
Gap between HOMO and LUMO = 9.41 eV
LUMO = -6.3 eV

(iii)
An isolated ion of composition C2H5N2 and charge +1. Source: the OMol25 dataset; level of theory: the ωB97M-V functional and the def2-TZVPD basis.

Each line ends with the Mulliken charge.
Geometry (Å):
N (1.4113, 0.0374, 0.1809)  -0.37
C (0.2861, 0.1256, -0.5139)  0.21
C (-0.9162, 0.6396, 0.1039)  -0.20
N (-1.0145, -0.5858, 0.0704)  -0.24
H (2.0257, -0.6910, -0.1649)  0.28
H (1.2899, 0.0801, 1.1319)  0.22
H (0.4374, -0.0696, -1.6304)  0.36
H (-1.5235, 1.4561, 0.4155)  0.40
H (-1.9962, -0.9924, 0.4066)  0.35

Calculated values
Total charge = +1
SMILES string = N[C@@H]1C=[NH+]1
Spin multiplicity = 1
Gap between HOMO and LUMO = 11.02 eV
LUMO = -5.0 eV

Which one is most stable, and which one is least stable? (ii) is the most stable of them, while (i) is the least stable.